(1)
{"formula": "C48H48BN8O2PS2Tc", "method": "ωB97M-V with the def2-TZVPD basis set", "species": ["C", "C", "C", "C", "B", "C", "C", "C", "C", "C", "N", "C", "C", "C", "C", "H", "C", "H", "H", "C", "H", "N", "H", "H", "C", "C", "C", "H", "S", "C", "C", "H", "C", "H", "C", "H", "S", "O", "C", "P", "H", "C", "C", "H", "C", "H", "H", "C", "C", "N", "N", "C", "H", "O", "H", "N", "H", "C", "C", "C", "C", "C", "H", "H", "C", "H", "C", "C", "H", "H", "C", "N", "C", "Tc", "H", "C", "C", "H", "H", "C", "H", "H", "H", "H", "H", "H", "H", "H", "C", "H", "H", "H", "H", "H", "C", "H", "H", "C", "H", "H", "C", "H", "H", "C", "N", "N", "H", "C", "H", "H", "H"], "positions_angstrom": [[0.54935, -2.89297, -4.70637], [-2.88495, -0.48765, -1.85726], [0.95671, -2.33047, 2.62252], [-2.67648, 3.14432, -0.97214], [-2.46826, -2.54468, 1.14093], [-0.49721, -4.89328, -3.86731], [1.68280, 0.62312, 5.04021], [5.04135, -1.84053, -0.53738], [-0.09815, -3.58089, -3.68041], [-0.26011, -5.52856, -5.08130], [3.83669, -1.74745, -1.37598], [-5.24315, 2.75346, 3.08071], [-3.86489, 2.82533, 2.93425], [1.73109, -0.88334, -2.20648], [-0.62646, 5.36028, 3.96580], [-0.89868, 5.90571, 4.85828], [-5.86871, 1.52283, 3.22139], [9.41150, -0.16811, -3.17229], [-1.69551, 3.61090, 4.55455], [7.30903, -2.23671, -1.52013], [0.18796, -0.80921, -4.25809], [-0.32316, -1.05759, 1.30522], [-4.38286, 4.30039, -1.74747], [4.85694, -1.27321, 0.37372], [1.06110, -0.10206, 6.05061], [8.44513, -1.81155, -2.19741], [-4.00921, 3.46382, -1.18509], [1.57901, -0.34926, 1.83209], [2.98765, 0.43438, -0.15757], [0.78537, -3.53331, -5.91452], [-3.10597, 1.65571, 2.94436], [-3.39309, 3.78842, 2.80696], [3.76092, -2.72994, -2.45171], [-0.57278, -6.55335, -5.22671], [-0.24201, -2.97548, 2.35208], [-2.58789, -3.73699, 1.11610], [0.15670, -0.36869, -1.85256], [1.38924, 3.70848, -0.28957], [6.25746, -1.36116, -1.28325], [-1.33881, 1.65119, 2.58506], [1.64415, -0.47747, 6.88034], [0.85871, -1.13621, 1.94669], [0.37665, -4.84764, -6.10539], [-4.09895, 0.84563, 0.57903], [-3.74008, 0.41976, 3.06905], [-0.69282, 3.24431, -1.79479], [1.22625, 5.65019, 1.14421], [0.93328, 1.11807, 3.99009], [7.47498, 0.37439, -2.42152], [-2.68345, -1.99163, -0.29701], [-3.88754, 1.63993, -0.01019], [0.63481, 3.21423, 0.49561], [-6.69336, 3.09308, 0.09424], [0.24672, 1.92561, 0.32371], [-3.25405, -2.00670, 1.87655], [-2.42120, -0.69912, -0.60201], [0.56130, -5.33660, -7.05112], [0.10500, 3.92554, 1.69258], [0.18921, 5.94626, 3.00659], [-0.44426, 0.88265, 3.94113], [-3.44769, -1.64192, -2.34890], [-0.30484, -0.32807, 6.01107], [5.16405, -2.89340, -0.27814], [4.76245, -3.12538, -2.61610], [-1.50584, 3.89786, -1.48925], [1.28185, -3.00238, -6.71801], [1.01411, -1.47773, -4.49204], [-4.75846, 2.48563, -0.54937], [-3.17003, -0.49770, 3.04713], [1.42159, 1.70040, 3.21666], [2.91641, -0.80426, -1.22334], [-2.59297, 2.01511, -0.21549], [8.52800, -0.50465, -2.64847], [-1.10717, 0.60924, 0.35811], [-0.99543, -5.42603, -3.06890], [-5.11865, 0.35333, 3.21026], [6.34621, -0.04783, -1.74031], [3.99369, -1.25977, -4.01305], [-6.66638, 2.24465, -1.44846], [0.56137, 5.22815, 1.88555], [-6.94229, 1.47409, 3.34194], [-0.29482, -3.07922, -2.73954], [1.78028, -2.68911, 3.21080], [7.54032, 1.39533, -2.77129], [-5.59987, -0.60902, 3.31753], [9.25936, -2.50063, -2.37096], [2.74643, 0.81160, 5.07952], [-6.46334, 1.34082, 0.05751], [-1.08315, 4.06564, 3.78585], [-3.59633, -3.59907, -1.25339], [-0.60309, -3.94305, 2.65456], [-1.81535, 4.48183, -2.35364], [3.09609, -3.55558, -2.18062], [3.12466, -2.73205, -4.49707], [-3.29617, -2.56756, -1.32126], [1.52492, -1.10322, -5.38032], [-2.76654, 0.47177, -2.33089], [-1.06586, 0.16425, 4.95782], [7.24718, -3.25948, -1.16604], [-3.90054, -1.79689, -3.31037], [3.28275, -2.02271, -3.68529], [-0.78860, -0.87753, 6.80600], [5.53540, 0.64658, -1.55106], [-6.22812, 2.27332, -0.45173], [1.98724, -1.40062, -3.38368], [-0.99833, -2.21250, 1.57211], [-1.13172, 4.59453, -0.74042], [-0.74620, 3.35075, 2.63424], [-2.13204, -0.00267, 4.95673], [0.54996, 6.95591, 3.14626], [-5.82750, 3.66303, 3.08614]], "s2": 3.78, "e_above_lowest_kj_mol": 97.5, "multiplicity": 4, "e_tot_ha": -3689.43776, "total_charge": 2, "molar_mass_g_mol": 972.9}



(2)
{"formula": "C38H39F6IN7O4PPbS2Si", "method": "ωB97M-V with the def2-TZVPD basis set", "species": ["H", "H", "O", "C", "Si", "H", "H", "C", "C", "H", "H", "H", "C", "F", "N", "C", "C", "N", "H", "C", "C", "C", "C", "C", "Pb", "H", "H", "H", "H", "C", "C", "N", "C", "N", "P", "N", "N", "H", "C", "S", "O", "C", "H", "C", "F", "C", "C", "H", "H", "H", "F", "C", "H", "O", "H", "F", "N", "C", "O", "H", "C", "C", "C", "H", "C", "C", "C", "C", "C", "C", "H", "C", "H", "C", "I", "C", "S", "H", "H", "H", "H", "H", "H", "C", "H", "F", "C", "H", "C", "H", "H", "F", "H", "H", "H", "H", "H", "C", "C", "H"], "positions_angstrom": [[0.08269, 5.86835, -2.35979], [-4.85706, 1.72589, 1.36270], [1.42724, -6.38039, 3.27664], [-2.29881, 4.38722, -1.58955], [0.18167, 3.11253, -1.35715], [3.16025, -3.65782, -1.61898], [4.27113, 1.99129, -2.70160], [-3.09880, -0.55349, 3.14937], [2.13387, 5.23020, -4.96908], [-4.61485, 5.41969, 0.64600], [-0.79132, -3.85032, 7.49687], [-0.94961, -1.38372, 7.43221], [0.71402, 5.30024, -3.03445], [-0.50961, 1.20233, -2.67032], [-2.54063, -2.01694, -0.85403], [-2.84053, 1.09259, 1.00694], [-3.69667, 4.98812, 0.26758], [0.69995, -2.68838, -1.97731], [-4.23263, 5.29040, -1.78905], [-4.77078, -2.24605, -0.84433], [-4.31343, -2.77813, -2.02447], [-3.48221, 4.92160, -1.10204], [-4.04699, 1.08902, 1.69058], [3.97753, 1.67826, -1.70234], [0.08080, -0.35147, -0.40970], [-2.71481, 1.70104, 0.11869], [-0.51530, -3.93962, 3.23011], [4.43594, 0.74846, -1.37215], [2.60380, 5.73158, -5.80572], [-0.85933, -1.28356, 5.29316], [0.46743, -5.18940, 0.69988], [-3.68426, -1.80268, -0.18478], [1.80855, -5.53480, 0.84149], [-1.79901, 0.34912, 1.36834], [-0.96743, 0.56874, -4.18643], [3.51367, -2.56743, 2.13621], [1.33276, -2.06626, 2.36535], [5.12443, 4.36042, -1.14672], [-0.87118, -1.94782, 6.51144], [2.28270, -6.62479, 2.12909], [3.69878, -6.53064, 2.30268], [-2.74367, 4.50614, 1.15799], [-0.84281, 3.53231, 1.36278], [1.71107, 3.21888, -3.72487], [-0.90274, -0.89561, -3.47020], [0.10421, -4.27678, -0.26549], [0.90800, 3.93097, -2.82610], [1.18076, 7.00998, -4.24329], [4.86425, 1.70895, 0.88914], [2.89458, 3.29463, -5.50812], [-1.36850, -0.06160, -5.57735], [2.40827, -4.09431, -0.97316], [-3.65907, -1.38624, 0.73024], [0.92496, 2.00565, -0.56881], [-0.23156, -2.79039, -2.35966], [0.61334, 0.41773, -4.51626], [0.26636, -1.31652, 1.98176], [4.04159, 4.13362, -1.14490], [1.89039, -8.03197, 1.75738], [1.81170, 2.14536, -3.62516], [-0.72636, -1.28066, 2.80421], [4.03690, 2.39939, 0.68977], [-0.64047, -3.38762, 4.14931], [-2.21541, -2.87092, -2.75094], [-2.92097, -2.60921, -1.97990], [-1.33713, 3.88732, -0.70349], [-1.57481, 3.94209, 0.67533], [-1.90792, -0.46384, 2.42940], [-4.17515, 0.24082, 2.77776], [-0.77912, -3.33134, 6.54701], [3.81604, -5.27609, 0.12965], [-0.74241, -2.00100, 4.10637], [2.88183, 1.49030, -1.72579], [-0.66523, -4.05119, 5.36425], [-5.42552, -3.61818, -3.53758], [2.77933, -4.99757, 0.00384], [2.72247, -0.78661, 0.36033], [3.59204, 4.80991, -0.42038], [3.67750, 4.28650, -2.15913], [-0.93022, -3.97163, -0.36241], [-0.57724, -5.12949, 5.38741], [3.15936, 1.74616, 0.85486], [-0.27859, -5.60827, 1.36150], [4.02138, 2.74038, -0.71686], [-2.91855, 4.56545, 2.22451], [-0.96083, 2.06643, -4.75254], [1.07494, -3.70850, -1.09781], [-5.10498, 0.18518, 3.32957], [2.44012, -1.87816, 1.69778], [4.04182, 3.25191, 1.36168], [1.34952, -2.47519, -2.72331], [-2.48655, 0.72366, -3.71392], [-3.17472, -1.23804, 3.98055], [4.34565, -2.59603, 1.57767], [3.37221, -3.26304, 2.85130], [-2.13008, 4.34011, -2.66037], [-5.76563, -2.15668, -0.44035], [2.31339, 3.86190, -4.79178], [1.33310, 5.94945, -4.09368], [-0.93280, -0.20185, 5.26487]], "s2": 0.76, "e_above_lowest_kj_mol": 129.1, "multiplicity": 2, "e_tot_ha": -4672.67624, "total_charge": 1, "molar_mass_g_mol": 1229.1}



(3)
{"formula": "C3H9N2S", "method": "ωB97M-V with the def2-TZVPD basis set", "species": ["H", "H", "C", "H", "H", "N", "H", "H", "H", "N", "H", "C", "S", "C", "H"], "positions_angstrom": [[1.55660, 0.43785, -2.43659], [1.87577, 0.97453, -0.14722], [-1.10564, -0.65035, -0.42983], [1.64086, -0.07526, 1.99447], [-2.90188, -0.94931, 1.02670], [0.98913, 0.61816, 0.16985], [0.20138, -0.49491, -2.66250], [-1.69397, -1.02831, -1.36138], [-0.12713, 0.42574, 2.13735], [0.63525, 0.04005, -2.01220], [1.22420, 1.61544, 1.85429], [0.83762, 0.68820, 1.65491], [-1.80414, -1.77157, 1.17690], [0.30049, -0.04168, -0.75626], [-1.62854, 0.21143, -0.20849]], "e_above_lowest_kj_mol": 173.4, "e_tot_ha": -627.10400, "total_charge": 1, "molar_mass_g_mol": 105.2}



(4)
{"formula": "C5H5NS", "method": "ωB97M-V with the def2-TZVPD basis set", "species": ["C", "H", "H", "H", "C", "C", "C", "H", "S", "N", "C", "H"], "positions_angstrom": [[1.60097, 1.75417, -0.03897], [-1.39836, 1.99427, 0.12697], [-0.26816, -2.44459, 0.05908], [1.37555, -2.92784, 0.09932], [1.28980, -0.87679, 0.02407], [0.45454, 0.89954, -0.00123], [-0.89579, 1.01336, 0.10739], [1.73374, 2.75366, -0.28894], [2.96124, -0.38766, 0.00859], [2.79058, 1.25383, -0.07878], [0.75241, -2.07704, -0.10206], [-1.44704, 0.22614, 0.37417]], "e_above_lowest_kj_mol": 346.6, "e_tot_ha": -646.32082, "molar_mass_g_mol": 111.2}